Record 1
{
  "formula": "C4H6O",
  "method": "ωB97M-V/def2-TZVPD",
  "species": ["C", "O", "C", "C", "C", "H", "H", "H", "H", "H", "H"],
  "xyz": [[-0.119995, -1.290036, 0.072415], [-1.330389, -0.356444, 0.012381], [-0.872310, 0.996521, -0.057505], [0.661575, 0.916187, -0.051929], [1.031004, -0.361737, 0.022096], [-0.109166, -1.895615, 1.005873], [-0.105524, -1.999854, -0.783958], [-1.223960, 1.595445, 0.806711], [-1.222798, 1.502193, -0.979665], [1.318502, 1.792605, -0.100701], [1.973058, -0.899265, 0.054284]],
  "atomic_forces_ev_per_a": [[-1.6, 1.0, -0.1], [1.6, -1.2, 0.1], [1.0, 0.1, 0.0], [-0.1, -0.5, 0.0], [-0.1, -0.1, 0.0], [-0.4, 0.5, -0.4], [-0.4, 0.5, 0.4], [0.0, -0.4, -0.3], [0.0, -0.4, 0.3], [-0.4, -0.4, 0.0], [0.4, 0.9, 0.0]],
  "total_energy_ha": -231.1990,
  "smiles": "C1=CCOC1",
  "e_homo_ev": -9.175,
  "e_lumo_ev": 1.10
}

***

Record 2
{
  "formula": "C4H6O",
  "method": "ωB97M-V/def2-TZVPD",
  "species": ["O", "C", "C", "C", "C", "H", "H", "H", "H", "H", "H"],
  "xyz": [[-0.181809, -1.919540, -0.529930], [0.013283, -0.748607, -0.318200], [-0.983949, 0.371178, -0.644836], [-0.934904, 1.278644, 0.549265], [1.258499, -0.217533, 0.359548], [-0.706779, 0.881512, -1.575875], [-1.978178, -0.078807, -0.769544], [-1.197163, 0.614269, 1.405815], [1.028210, 0.736749, 0.867954], [1.677329, -0.941243, 1.061304], [2.005459, 0.023378, -0.405502]],
  "atomic_forces_ev_per_a": [[0.1, 0.5, 0.1], [0.0, -0.3, 0.0], [0.0, 0.1, 0.0], [-0.2, -0.2, -0.1], [0.1, -0.1, 0.0], [0.0, -0.1, 0.1], [0.1, 0.0, 0.1], [0.0, 0.1, -0.1], [0.1, -0.1, 0.0], [0.0, 0.0, -0.2], [-0.1, 0.0, 0.1]],
  "total_energy_ha": -231.0924,
  "e_homo_ev": [-9.084, -9.105],
  "e_lumo_ev": [-0.79, -0.80]
}

***

Record 3
{
  "formula": "C4H6O",
  "method": "ωB97M-V/def2-TZVPD",
  "species": ["C", "C", "C", "C", "H", "H", "H", "H", "H", "H", "O"],
  "xyz": [[-1.659071, 0.482884, -0.114217], [-0.982386, -0.565691, 0.054888], [0.534059, -0.581925, 0.412238], [1.588469, -0.106817, -0.458918], [-1.056316, 1.583322, 0.134312], [-2.811259, 0.556506, -0.100474], [-1.572527, -1.426273, -0.161335], [0.906459, -0.874317, 1.630118], [1.335876, 0.240472, -1.396863], [2.724231, -0.099802, -0.491896], [0.992463, 0.791637, 0.492147]],
  "atomic_forces_ev_per_a": [[-1.9, 8.2, 1.7], [3.0, -4.0, 0.0], [-0.4, 0.9, 4.9], [2.2, 1.5, 0.5], [-2.0, -3.2, -1.0], [2.1, -0.4, -0.7], [0.4, -1.4, 0.4], [-1.5, -0.5, -4.1], [-1.2, 0.0, -2.3], [-1.3, -1.1, 1.1], [0.4, -0.1, -0.6]],
  "total_energy_ha": -231.0872,
  "smiles": "C=C[C@H]1CO1",
  "e_homo_ev": -9.991,
  "e_lumo_ev": 1.15
}

***

Record 4
{
  "formula": "C4H6O",
  "method": "ωB97M-V/def2-TZVPD",
  "species": ["C", "C", "C", "O", "C", "H", "H", "H", "H", "H", "H"],
  "xyz": [[0.060541, -0.282427, -1.290766], [0.578189, 0.439684, -0.061222], [-0.462323, 0.597244, 1.044074], [-1.394202, -0.394552, 0.708394], [0.731847, -0.977934, -0.418764], [-0.083022, -0.246596, -2.349128], [-1.299312, -0.367750, -0.332456], [1.451448, 1.087003, -0.109004], [-0.950596, 1.576174, 1.124209], [0.074773, 0.419291, 1.990131], [1.286948, -1.866666, -0.214503]],
  "atomic_forces_ev_per_a": [[1.6, -0.1, -0.6], [0.1, 0.2, 0.2], [0.3, 0.3, -0.2], [-0.8, 0.4, -0.8], [0.7, 0.0, -0.9], [-0.5, 0.1, -0.2], [-1.0, -0.5, 2.6], [-0.1, 0.1, 0.1], [0.2, 0.1, -0.2], [-0.5, -0.3, -0.1], [0.0, -0.3, 0.1]],
  "total_energy_ha": -231.1109,
  "smiles": "OCC1C=C1",
  "e_homo_ev": -9.824,
  "e_lumo_ev": 1.03
}

***

Record 5
{
  "formula": "C4H6O",
  "method": "ωB97M-V/def2-TZVPD",
  "species": ["C", "C", "C", "C", "H", "H", "H", "H", "H", "H", "O"],
  "xyz": [[-2.390311, -0.130250, 0.109398], [-0.979501, 0.355928, -0.061754], [0.068013, -0.373552, -0.233843], [1.371813, 0.330821, -0.016777], [-2.692039, -0.364827, 1.325467], [-3.126018, 0.813870, -0.377133], [-2.540792, -1.155679, -0.518750], [-0.941502, 1.358168, 0.057221], [0.031226, -1.501321, -0.233459], [1.254025, 1.496012, -0.175265], [2.449377, -0.217988, 0.142473]],
  "atomic_forces_ev_per_a": [[-2.7, -0.4, -0.3], [-3.4, -1.8, 0.6], [2.8, -2.1, 0.7], [0.7, 0.2, -1.5], [0.8, 0.9, -3.6], [1.8, -3.2, 1.7], [0.0, 2.5, 1.6], [0.8, 3.3, 0.3], [0.2, 1.4, -0.2], [0.4, -1.7, 0.6], [-1.4, 0.9, 0.1]],
  "total_energy_ha": -231.1622,
  "smiles": "C/C=C/C=O",
  "e_homo_ev": -9.868,
  "e_lumo_ev": 0.52
}

***

Record 6
{
  "formula": "C4H6O",
  "method": "ωB97M-V/def2-TZVPD",
  "species": ["C", "C", "C", "C", "O", "H", "H", "H", "H", "H", "H"],
  "xyz": [[-0.784183, -1.141506, -0.753911], [-0.515250, 0.305501, -1.120229], [1.540246, 0.641013, 1.764561], [0.459713, -0.468687, -0.351180], [0.893761, -0.254420, 0.990592], [-1.756325, -1.127983, -0.125657], [-0.741971, -1.973946, -1.447380], [-0.415653, 0.485078, -2.245929], [-0.930846, 0.999112, -0.416312], [1.696168, 1.624682, 1.383032], [2.029854, 0.263044, 2.713828]],
  "atomic_forces_ev_per_a": [[-2.3, -0.1, 2.2], [1.3, 0.1, -2.2], [-0.3, -1.2, -0.5], [1.3, 0.4, 2.0], [-0.5, -0.9, -0.5], [2.0, -0.7, -0.5], [0.1, 0.4, -0.2], [0.1, 0.5, 1.9], [-0.9, 0.7, -0.5], [0.2, 0.5, -0.2], [-0.9, 0.3, -1.6]],
  "total_energy_ha": -231.0327,
  "e_homo_ev": [-8.139, -7.681],
  "e_lumo_ev": [0.72, 0.12]
}

***

Record 7
{
  "formula": "C4H6O",
  "method": "ωB97M-V/def2-TZVPD",
  "species": ["C", "C", "C", "C", "O", "H", "H", "H", "H", "H", "H"],
  "xyz": [[-0.601113, 0.343600, -1.269493], [0.511187, 0.467700, 1.438081], [0.165311, -0.292863, 0.227566], [0.087975, -1.343061, -0.456094], [-0.735010, -0.712574, -2.061257], [-1.513983, 0.791221, -0.834862], [0.158460, 1.103095, -1.531946], [0.155027, -2.357148, -0.795528], [1.425855, 0.092706, 1.902390], [-0.293361, 0.378547, 2.172482], [0.639652, 1.528776, 1.208661]],
  "atomic_forces_ev_per_a": [[1.1, 1.0, 3.0], [0.2, -0.2, 0.3], [-1.0, 1.8, -1.4], [-0.8, -0.8, -2.4], [0.7, -1.8, 0.9], [0.1, 0.1, -0.4], [-0.3, 0.0, -0.2], [0.2, -0.2, 0.3], [0.0, 0.1, 0.0], [0.0, 0.0, -0.1], [0.0, -0.1, 0.0]],
  "total_energy_ha": -231.0633,
  "e_homo_ev": -8.501,
  "e_lumo_ev": 0.53
}

***

Record 8
{
  "formula": "C4H6O",
  "method": "ωB97M-V/def2-TZVPD",
  "species": ["C", "C", "C", "O", "C", "H", "H", "H", "H", "H", "H"],
  "xyz": [[0.634141, 1.252070, 0.125707], [-0.805810, 0.820940, 0.146151], [-0.027810, -1.669726, -0.787187], [1.129109, -1.736166, -0.457033], [-0.151072, 0.641284, 1.246091], [0.875922, 2.316329, 0.161686], [1.377166, 0.640398, -0.395330], [-1.727448, 0.734493, -0.409368], [-0.333738, -1.290290, -1.783366], [-0.857879, -1.977941, -0.123284], [-0.111851, 0.283732, 2.262786]],
  "atomic_forces_ev_per_a": [[0.3, 0.2, -0.1], [0.0, 0.0, 0.3], [0.3, -0.1, 0.1], [-0.5, -0.1, -0.2], [-0.2, 0.1, -0.1], [0.0, -0.1, 0.0], [-0.2, 0.1, 0.1], [0.1, 0.1, 0.1], [0.1, 0.0, 0.1], [0.2, -0.1, 0.0], [0.0, 0.1, -0.1]],
  "total_energy_ha": -231.1127,
  "smiles": "C1=CC1.C=O",
  "e_homo_ev": -9.627,
  "e_lumo_ev": 0.77
}

***

Record 9
{
  "formula": "C4H6O",
  "method": "ωB97M-V/def2-TZVPD",
  "species": ["C", "C", "C", "C", "O", "H", "H", "H", "H", "H", "H"],
  "xyz": [[-1.478882, 0.716047, -0.427388], [-1.375550, -0.394837, 0.303429], [-0.366006, -1.126725, -0.216741], [1.776054, -0.052524, 0.349849], [0.913050, -1.021031, -0.262408], [-0.713279, 1.055742, -1.092836], [-2.347046, -0.895613, 0.483748], [-2.410624, 1.084459, -0.611986], [1.203689, 0.341699, 1.237426], [2.017992, 0.678044, -0.442453], [2.780601, -0.385260, 0.679364]],
  "atomic_forces_ev_per_a": [[1.0, 0.7, 0.1], [-1.6, 0.8, 0.2], [1.9, -4.0, -0.7], [-0.5, 1.8, 1.0], [0.8, -0.8, -0.4], [0.6, 0.4, 0.1], [0.8, 0.3, 0.8], [-2.4, 1.2, -0.5], [0.9, 0.2, -0.9], [-0.5, 0.1, 0.6], [-1.0, -0.9, -0.2]],
  "total_energy_ha": -231.0589,
  "e_homo_ev": -7.150,
  "e_lumo_ev": 0.81
}

***

Record 10
{
  "formula": "C4H6O",
  "method": "ωB97M-V/def2-TZVPD",
  "species": ["O", "C", "C", "C", "C", "H", "H", "H", "H", "H", "H"],
  "xyz": [[-1.391678, -1.349712, 0.796795], [-1.220188, -0.833781, -0.285478], [-0.976952, 0.618740, -0.523711], [1.450561, -0.287504, 0.990520], [2.372018, 0.317162, 0.510131], [0.562740, -0.761537, 1.359811], [-1.161754, -1.501712, -1.174518], [-1.945562, 1.038523, -0.884303], [-0.222946, 0.771961, -1.298049], [-0.677362, 1.138165, 0.386512], [3.211121, 0.849694, 0.122288]],
  "atomic_forces_ev_per_a": [[-0.2, 0.4, -0.3], [0.4, -0.8, 0.2], [-0.8, 0.4, -0.2], [0.4, 0.3, -0.1], [-0.2, -0.3, 0.3], [0.4, 0.0, 0.1], [-0.3, 0.3, 0.0], [0.6, -0.1, 0.1], [-0.1, -0.1, 0.0], [-0.2, -0.1, -0.1], [-0.1, -0.1, 0.0]],
  "total_energy_ha": -231.1506,
  "smiles": "CC=O.C#C",
  "e_homo_ev": -10.142,
  "e_lumo_ev": 1.05
}

***

Record 11
{
  "formula": "C4H6O",
  "method": "ωB97M-V/def2-TZVPD",
  "species": ["C", "C", "C", "C", "O", "H", "H", "H", "H", "H", "H"],
  "xyz": [[2.715613, -0.613776, 0.135707], [1.486291, -0.564000, 0.538373], [-2.606557, 1.018129, -0.958824], [0.260639, -0.544631, 0.952239], [-1.667897, 0.904005, -0.230717], [3.108265, 0.080820, -0.592209], [3.407032, -1.351358, 0.523291], [-2.508318, 1.215849, -2.039661], [-3.646471, 0.932944, -0.607893], [-0.511126, -1.120289, 0.473263], [-0.037472, 0.042307, 1.806430]],
  "atomic_forces_ev_per_a": [[0.5, 0.0, -0.1], [-0.1, -0.1, 0.1], [-0.4, 0.1, -0.4], [0.0, -0.2, 0.3], [0.0, 0.2, 0.1], [0.0, 0.1, -0.1], [0.0, 0.0, 0.1], [0.2, 0.0, -0.1], [-0.1, 0.0, 0.2], [-0.1, -0.1, -0.2], [0.0, 0.1, 0.1]],
  "total_energy_ha": -231.1441,
  "smiles": "C=C=C.C=O",
  "e_homo_ev": -9.468,
  "e_lumo_ev": 0.77
}

***

Record 12
{
  "formula": "C4H6O",
  "method": "ωB97M-V/def2-TZVPD",
  "species": ["C", "C", "C", "C", "O", "H", "H", "H", "H", "H", "H"],
  "xyz": [[-1.369943, -0.320836, -0.897777], [1.723953, -0.490250, 0.561351], [-1.471725, 0.336446, 0.248275], [1.312937, 0.692521, 0.253924], [-0.523192, 0.753974, 1.063856], [-2.299869, -0.486745, -1.508340], [-0.295368, -0.607947, -1.241339], [2.662848, -0.714126, 0.027081], [1.106006, -1.029008, 1.168841], [-2.498137, 0.452548, 0.729270], [1.652490, 1.413422, -0.405141]],
  "atomic_forces_ev_per_a": [[1.0, -0.5, -1.6], [1.9, 1.8, -1.9], [-1.4, -0.4, 0.7], [-4.1, -1.5, 2.1], [3.8, 0.8, -0.9], [1.4, -0.2, 0.7], [-2.3, 0.6, 0.1], [-0.3, -0.6, 0.9], [-0.9, -2.1, 1.4], [1.2, 0.3, -0.6], [-0.2, 1.8, -0.9]],
  "total_energy_ha": -231.0723,
  "e_homo_ev": -8.337,
  "e_lumo_ev": -0.04
}